(1)
21
Properties=species:S:1:pos:R:3:forces:R:3 method="wB97M-V/def2-TZVPD" largest_force_ha_per_bohr=0.1218 orbital_gap_ev="4.55 / 4.24" total_charge=-2 spin_multiplicity=3
Pd -2.61009 0.02506 -1.75146 -1.15 0.99 0.43
B -0.94270 0.57695 -4.59252 -0.22 -0.35 0.35
H -0.50056 -0.37504 -4.34258 1.89 -4.08 0.78
H -0.50694 0.97187 -5.49718 1.67 1.65 -3.57
H -2.00878 0.44338 -4.69186 -4.45 -0.47 -0.49
H -0.71400 1.21571 -3.75352 0.85 2.94 3.56
P -5.20669 1.30170 0.26946 0.30 -0.40 -1.53
O -5.39682 1.55988 -1.28302 -0.21 0.20 -1.29
O -6.41798 1.80764 1.00042 0.60 0.22 0.89
O -3.76876 1.71138 0.54682 0.47 0.53 0.99
O -5.20560 -0.23106 -0.00789 0.24 -1.21 -0.10
C 3.60643 -1.50411 3.12080 2.43 1.38 -0.06
C 3.99434 -0.18870 2.40864 -0.82 -0.76 2.31
O 3.11621 -0.14958 1.35252 -0.36 0.31 -1.74
C 2.11718 -1.03775 1.57360 -4.93 -0.29 -3.85
O 1.12952 -1.30848 0.84090 4.84 1.44 3.02
O 2.28668 -1.50568 2.78572 -2.20 -2.47 1.53
F 5.24748 -0.15778 1.99754 1.43 0.14 -0.62
H 3.78405 -1.44201 4.19444 -0.33 -0.11 -0.09
H 4.20374 -2.30695 2.68864 -0.25 -0.43 -0.07
H 3.79329 0.59360 3.14054 0.21 0.74 -0.45

(2)
15
Properties=species:S:1:pos:R:3:forces:R:3 method="wB97M-V/def2-TZVPD" largest_force_ha_per_bohr=0.1104 orbital_gap_ev="8.94 / 7.45" total_charge=+1
C 0.98733 -0.10457 0.08295 -0.25 1.13 1.56
C 2.20431 -0.24892 -0.71356 0.19 1.97 -0.70
N -3.73839 -0.41437 -0.34991 -0.24 -0.42 -1.03
N -2.64769 -0.53405 -0.65715 1.11 0.14 0.73
N 1.08337 -0.38887 1.39958 -2.80 2.43 -4.29
N -1.15751 0.56945 0.50016 -2.96 0.99 1.08
N -0.11461 0.52650 -0.35265 0.50 -0.30 -2.22
H 2.03802 -0.33209 -1.77763 -0.08 -0.37 -0.21
H 2.70887 -1.06660 -0.28748 1.13 -1.10 -0.03
H 2.82605 0.69631 -0.58639 -0.71 -1.15 0.07
H -4.22204 0.29743 0.17888 -0.20 0.52 0.89
H 1.84169 -0.94818 1.56233 1.74 -1.57 1.93
H 0.19073 -0.08033 1.78908 0.17 -0.83 1.42
H -1.71601 1.50644 0.62077 1.93 -1.78 -1.09
H -0.28410 0.52186 -1.40899 0.48 0.34 1.89

(3)
15
Properties=species:S:1:pos:R:3:forces:R:3 method="wB97M-V/def2-TZVPD" largest_force_ha_per_bohr=0.0532 orbital_gap_ev="8.87 / 8.09" total_charge=+3 spin_multiplicity=2
O -1.94908 2.74949 -2.69127 0.26 0.43 -0.16
C -0.86422 3.14093 -3.11284 -0.92 1.09 -1.18
O 0.25371 2.70707 -2.73435 0.67 0.26 0.02
Li 2.04013 3.23646 -2.82336 0.81 0.51 -0.43
In -0.90638 1.44265 -1.47117 -1.33 -1.54 0.34
C -0.31407 -0.15905 -0.40849 0.52 -1.88 -0.27
C -1.01120 -0.56089 0.64110 -0.95 0.93 2.19
H 0.54358 -0.74039 -0.76778 0.60 1.26 0.40
H -2.09556 -0.56700 0.75814 0.18 0.66 0.28
O 0.97712 -1.67085 3.32040 -1.18 0.40 -0.49
C 0.48918 -1.63137 2.13887 1.08 -1.31 2.14
O 0.87796 -2.48962 1.27821 0.96 0.33 -2.27
O -0.45862 -0.80360 1.96378 -0.87 0.24 -2.24
H 1.34549 -2.54002 3.54973 0.69 -0.24 0.12
H 1.07196 -2.11378 0.35902 -0.50 -1.14 1.54

(4)
37
Properties=species:S:1:pos:R:3:forces:R:3 method="wB97M-V/def2-TZVPD" largest_force_ha_per_bohr=0.0106 orbital_gap_ev="5.35 / 5.29" total_charge=+3
W -1.21526 -1.00290 0.72876 -0.51 0.17 0.06
I -1.49486 -3.87250 0.60929 -0.02 -0.08 -0.09
C -2.03112 -3.71252 -1.45281 0.00 -0.03 0.00
I -2.54258 -1.66990 -1.82280 0.01 -0.01 -0.01
H -2.89273 -4.34057 -1.65802 0.00 0.02 0.03
H -1.17462 -3.96589 -2.06935 0.02 0.02 0.04
I -1.83314 -1.28510 3.58298 0.04 -0.05 0.03
C -3.94878 -1.22463 3.36792 -0.03 0.00 0.05
I -4.22225 -1.16970 1.26560 -0.01 0.00 0.04
H -4.33601 -0.31856 3.82247 0.02 0.00 -0.02
H -4.39301 -2.12664 3.77585 0.01 -0.01 -0.02
S 0.70281 -0.57467 1.99413 0.24 0.13 0.12
C 2.16243 -0.87695 1.14633 -0.07 -0.01 0.00
C 3.42274 -0.76757 1.74886 -0.02 0.00 0.01
C 4.53030 -0.98999 0.96545 0.00 0.00 0.00
C 4.40981 -1.30815 -0.40263 0.00 0.00 0.00
C 3.17973 -1.40771 -1.00423 -0.01 -0.01 -0.02
C 2.03895 -1.18936 -0.21415 -0.05 0.02 0.02
S 0.45589 -1.27313 -0.85438 0.33 -0.12 -0.14
H 3.51653 -0.52122 2.79783 0.00 -0.01 0.00
H 5.51628 -0.92175 1.40523 0.00 0.00 0.01
H 5.30557 -1.47714 -0.98474 0.00 0.00 -0.01
H 3.08456 -1.65355 -2.05330 0.01 0.00 -0.01
Cl 1.15416 5.10586 -2.91243 -0.04 -0.03 0.07
C 0.33099 3.92760 -2.03002 0.03 -0.03 -0.10
C -1.06618 3.82263 -2.15263 0.00 0.01 0.03
C -1.72569 2.86376 -1.43707 -0.03 0.06 -0.02
C -1.01817 1.95111 -0.60345 -0.12 -0.07 0.05
C -1.76160 0.96821 0.08840 0.10 0.06 -0.08
C 0.39297 2.08354 -0.50158 0.07 0.02 0.00
C 1.05527 3.06007 -1.19167 -0.01 0.01 0.03
H -1.59551 4.51306 -2.79443 -0.02 0.00 0.00
H -2.80579 2.80140 -1.49716 0.00 0.00 -0.02
H -2.83802 1.11703 0.04590 0.01 0.06 -0.04
H -1.43789 0.81749 1.23743 0.03 -0.12 -0.02
H 0.94910 1.43102 0.15802 0.01 0.00 -0.01
H 2.12512 3.18734 -1.10362 0.01 -0.02 0.00

(5)
217
Properties=species:S:1:pos:R:3:forces:R:3 method="wB97M-V/def2-TZVPD" smiles="CN(C)P(=O)(N(C)C)N(C)C.CN(C)P(=O)(N(C)C)N(C)C.CN(C)P(=O)(N(C)C)N(C)C.CN(C)P(=O)(N(C)C)N(C)C.CN(C)P(=O)(N(C)C)N(C)C.CN(C)C=O.CN(C)C=O.CN(C)C=O.CCCC#N.CCCC#N.CCCC#N" largest_force_ha_per_bohr=0.0727 orbital_gap_ev=8.42 total_charge=0
C 7.42764 1.23371 -0.40447 0.03 0.52 0.26
C 7.19121 1.35606 -1.90194 -0.25 -0.10 0.02
C 5.82799 0.82652 -2.33596 -0.63 0.08 0.79
C 4.70198 1.31278 -1.49284 -1.81 0.82 0.97
N 3.77390 1.70666 -0.89455 2.29 -0.91 -1.35
H 6.78408 1.92050 0.16431 0.05 -0.26 -0.16
H 8.44410 1.51357 -0.18095 0.44 0.23 0.10
H 7.32006 0.23468 0.01480 -0.28 -0.19 -0.28
H 7.93183 0.78121 -2.45633 0.12 0.04 -0.03
H 7.26605 2.39363 -2.23875 0.16 -0.03 0.23
H 5.81906 -0.26116 -2.30102 -0.14 -0.15 0.02
H 5.58894 1.13609 -3.33995 -0.03 0.01 -0.52
C -1.26677 -0.09429 -0.22951 -0.28 -0.42 0.13
C -0.05032 -0.34892 0.66709 -0.62 -0.60 -0.23
C 0.92318 0.80923 0.61643 1.04 -0.88 0.74
C 0.37260 2.06358 1.03238 -1.86 3.07 1.03
N -0.13141 3.06110 1.38657 1.21 -2.19 -0.82
H -1.02341 0.12198 -1.29164 0.11 0.08 0.66
H -1.86231 0.71312 0.20503 -0.01 0.11 -0.29
H -1.91764 -0.97644 -0.24777 0.08 0.16 0.06
H 0.49188 -1.22966 0.31070 0.01 0.04 0.03
H -0.35490 -0.60706 1.69961 0.09 0.34 -0.46
H 1.25874 0.89747 -0.41302 0.49 0.18 0.04
H 1.76667 0.60063 1.32221 -0.29 0.15 -0.89
C 4.20609 -1.50913 0.35222 0.55 0.88 0.20
C 4.60895 -2.95398 0.49162 -0.52 -0.26 0.01
C 3.34267 -3.85337 0.53054 0.64 0.68 1.35
C 2.38880 -3.31623 1.51945 -1.97 1.09 1.79
N 1.61448 -2.83356 2.26042 2.02 -1.28 -1.83
H 5.09596 -0.86104 0.20530 -0.52 -0.32 0.06
H 3.68233 -1.13317 1.24965 0.15 -0.14 -0.40
H 3.55542 -1.40270 -0.51759 -0.04 0.17 0.00
H 5.21700 -3.12089 1.38507 0.00 -0.01 -0.12
H 5.16102 -3.25103 -0.39757 0.20 -0.15 0.05
H 3.65287 -4.84808 0.88180 -0.49 0.02 -0.70
H 2.84897 -3.75778 -0.42482 -0.03 -0.68 -0.52
C -6.12152 0.90439 0.85737 0.45 0.95 0.44
O -5.36640 -0.03266 0.63776 -0.68 0.50 -0.15
N -5.85639 2.22788 0.59740 -0.20 -1.05 0.59
C -6.62174 3.28749 1.19867 -1.37 -0.12 -0.56
C -4.64524 2.62671 -0.02652 0.97 0.49 -0.67
H -7.10629 0.83219 1.36886 0.25 -0.42 -0.19
H -7.44223 2.81745 1.73553 -0.09 0.10 0.30
H -7.12066 3.93893 0.44595 0.62 -0.25 0.30
H -6.04318 3.89635 1.89143 0.19 -0.03 -0.02
H -4.00361 1.77353 -0.22425 -0.08 -0.19 0.01
H -4.86384 3.12331 -0.97403 0.19 0.09 -0.04
H -4.08026 3.32442 0.61061 -0.15 -0.11 -0.09
C -1.40747 8.04211 3.63901 -1.30 -0.56 0.76
O -0.72277 9.02478 3.67092 0.84 1.14 -0.12
N -1.01224 6.80712 3.29718 -0.66 -0.12 -0.29
C -1.95737 5.72787 3.13094 0.06 -0.27 -0.98
C 0.32281 6.57995 2.79829 -0.24 -0.81 0.53
H -2.46995 8.05832 3.99173 0.29 -0.03 -0.31
H -1.80057 5.36769 2.09683 -0.46 -0.16 0.38
H -3.01875 5.98635 3.27550 0.56 0.34 0.01
H -1.72041 4.90623 3.78628 0.11 -0.44 0.35
H 0.30072 6.07033 1.82748 -0.01 0.20 0.10
H 0.77968 7.54653 2.75332 0.60 0.36 -0.12
H 0.82952 5.91533 3.51597 0.22 0.23 -0.32
C -4.03450 -3.77025 -3.35510 -0.06 0.52 0.68
O -3.22217 -3.47465 -4.21781 -0.22 -0.13 0.26
N -4.54709 -2.87071 -2.44397 0.03 -0.57 -1.68
C -5.75053 -3.18659 -1.71990 -0.38 -0.96 0.76
C -4.17218 -1.52058 -2.68621 0.57 0.83 0.59
H -4.39430 -4.77854 -3.16058 -0.04 -0.41 -0.15
H -5.74867 -2.76611 -0.69856 0.15 0.14 -0.51
H -5.68280 -4.27472 -1.58104 -0.44 0.13 0.03
H -6.73191 -2.93712 -2.19619 0.89 0.03 0.01
H -4.56289 -1.05259 -3.59648 -0.24 -0.23 0.08
H -4.44950 -0.97269 -1.80105 -0.29 0.61 0.20
H -3.08785 -1.47283 -2.74072 0.20 0.05 -0.20
O -4.06155 4.06710 -2.98679 0.30 0.37 -0.59
P -2.80227 4.18153 -3.77634 -1.28 -1.63 0.67
N -1.66456 4.85797 -2.83207 1.93 -0.28 0.51
C -1.84259 5.02359 -1.38132 -0.77 -0.71 -1.04
C -0.26382 4.89247 -3.23782 0.89 0.34 -0.23
N -2.65961 5.08127 -5.14688 -0.71 0.15 -0.03
C -2.70460 6.46659 -4.77323 -0.14 2.00 -0.04
C -3.61756 4.65298 -6.17704 -0.52 0.33 0.14
N -2.51355 2.71103 -4.51282 1.10 -0.98 0.78
C -1.28718 2.57567 -5.30152 -0.56 0.46 -0.06
C -2.82930 1.46124 -3.82688 0.84 -0.43 0.24
H -1.40464 5.95489 -1.05606 0.18 0.36 0.08
H -1.36237 4.17930 -0.87244 -0.26 0.21 0.30
H -2.93473 5.04694 -1.27647 0.40 -0.10 0.65
H -0.03245 4.55690 -4.25843 -0.59 -0.08 0.38
H 0.41994 4.35060 -2.56373 -0.52 -0.25 0.00
H 0.13261 5.90666 -3.21475 -0.17 0.42 0.12
H -1.77224 6.82469 -4.33397 0.03 -0.27 -0.09
H -2.89189 7.13135 -5.61181 -0.04 -0.22 -0.45
H -3.49033 6.70862 -4.04606 -0.09 -0.15 -0.01
H -4.64437 5.03529 -5.98858 0.53 -0.07 -0.06
H -3.27591 4.99825 -7.14376 0.01 0.05 -0.30
H -3.66109 3.56393 -6.13499 -0.08 0.29 -0.38
H -0.46304 2.20724 -4.67596 0.07 0.08 -0.28
H -1.46566 1.91782 -6.14170 0.02 -0.56 -0.10
H -1.09653 3.55270 -5.74351 0.47 -0.18 0.10
H -3.67422 1.59687 -3.17060 -0.39 0.01 0.01
H -1.97604 1.09083 -3.17806 -0.61 0.39 -0.63
H -3.02450 0.66803 -4.57565 -0.03 0.39 0.37
O -2.88308 0.60542 6.65859 0.04 0.15 -0.37
P -2.71032 0.62886 5.17931 -0.60 -0.51 2.31
N -3.28707 -0.80579 4.57003 -1.25 0.67 0.91
C -4.46717 -1.36535 5.24863 -0.01 0.64 -0.89
C -3.09757 -1.22712 3.21448 -0.30 0.01 0.07
N -1.21807 0.55842 4.55320 1.42 -0.58 -0.25
C -0.40934 1.74249 4.74869 0.63 0.09 0.70
C -0.46065 -0.66637 4.87447 1.05 0.94 0.07
N -3.23653 2.10661 4.62767 -0.09 -1.26 -0.10
C -3.35282 2.15346 3.17838 -1.02 1.09 0.17
C -4.11211 2.89037 5.50059 -0.60 -0.78 -0.41
H -5.33860 -1.29316 4.57102 0.15 -0.16 0.27
H -4.65315 -0.76001 6.12947 -0.07 -0.29 0.22
H -4.29277 -2.40707 5.50282 -0.03 -0.15 0.12
H -2.10621 -0.88658 2.94550 0.05 -0.32 -0.63
H -3.86208 -0.80349 2.56369 0.04 -0.05 -0.39
H -3.20835 -2.31113 3.20113 0.33 -0.15 -0.29
H -1.08943 2.58640 4.79018 0.31 0.29 -0.08
H 0.12873 1.66470 5.72996 -0.24 0.22 -0.69
H 0.31799 1.87887 3.94312 -0.05 -0.05 0.07
H 0.08661 -0.48788 5.81655 -0.04 -0.13 -0.21
H -1.07182 -1.53415 5.03822 -0.33 -0.22 -0.29
H 0.28325 -0.81943 4.07932 -0.18 -0.28 0.19
H -3.65737 3.17550 2.93377 0.01 -0.09 -0.30
H -2.40277 1.97655 2.70411 0.42 -0.14 -0.18
H -4.10481 1.46040 2.77697 0.09 0.09 -0.01
H -4.80016 3.41429 4.85101 -0.21 0.45 -0.03
H -3.55409 3.57707 6.11649 0.23 0.32 0.14
H -4.71740 2.25635 6.17039 0.35 0.19 -0.26
O 3.36427 -3.37388 -3.00401 0.77 0.51 0.26
P 2.98997 -2.56421 -4.18850 -2.41 -1.79 0.85
N 4.13875 -1.56394 -4.76479 1.19 1.12 -0.60
C 3.91756 -0.51171 -5.77658 -0.54 -0.45 0.07
C 5.49321 -2.07337 -4.67017 0.94 -0.79 0.51
N 1.72989 -1.54019 -3.95592 0.58 0.26 -1.57
C 0.33798 -1.78175 -4.15534 -1.22 -0.74 0.56
C 1.96601 -0.50511 -3.02141 0.01 0.91 1.48
N 2.35192 -3.63277 -5.32212 0.43 0.75 0.81
C 2.66879 -3.27861 -6.65433 -0.36 0.26 -1.49
C 2.52102 -5.04256 -5.14525 0.78 -0.88 -0.20
H 4.49852 0.38237 -5.55948 0.64 -0.24 -0.13
H 2.89673 -0.12876 -5.71436 -0.12 -0.44 -0.01
H 4.07160 -0.91955 -6.79942 0.26 0.61 0.56
H 5.54347 -2.75113 -3.81000 -0.02 0.33 0.08
H 6.32322 -1.33900 -4.55774 -0.94 -0.01 -0.14
H 5.75453 -2.73562 -5.49275 0.07 0.15 -0.57
H 0.03755 -2.54159 -4.87421 0.68 -0.29 0.12
H -0.09886 -2.05185 -3.17854 -0.29 -0.02 -0.25
H -0.17805 -0.89947 -4.50896 0.01 0.64 0.06
H 1.25765 0.32419 -3.16030 0.29 0.00 -0.17
H 1.77174 -0.89316 -2.00851 0.07 0.22 0.15
H 3.00169 -0.13291 -3.02967 -0.45 -0.10 -0.14
H 1.97104 -3.76783 -7.34659 0.24 -0.04 -0.02
H 2.52697 -2.21113 -6.79794 0.09 -0.02 -0.20
H 3.70359 -3.58934 -6.90027 -0.26 0.26 -0.26
H 3.40163 -5.34931 -5.74868 -0.26 -0.24 0.32
H 1.66386 -5.59226 -5.52557 -0.22 -0.03 -0.05
H 2.71436 -5.31758 -4.11805 -0.12 0.09 0.22
O -3.98692 -6.26360 -1.18171 -0.19 0.05 -0.70
P -2.53089 -6.48801 -1.02946 -1.50 -0.04 0.46
N -2.36266 -7.65879 0.15020 -0.79 0.75 -0.05
C -3.64387 -8.09842 0.79406 1.55 -0.82 0.20
C -1.11239 -7.75829 0.86348 0.17 -1.25 1.46
N -1.80764 -5.02459 -0.85461 0.77 0.18 1.36
C -2.48843 -4.04464 -0.03153 -0.17 -0.09 0.35
C -0.40256 -5.02754 -0.47941 0.41 -0.05 -0.59
N -1.58085 -7.07437 -2.19629 0.63 -0.56 -0.44
C -1.04052 -6.28847 -3.27652 -0.62 0.27 -0.83
C -1.70778 -8.44675 -2.55908 0.62 -1.40 -0.01
H -4.46676 -7.83470 0.13959 0.06 -0.07 0.16
H -3.75923 -7.66602 1.78092 -0.15 0.42 0.21
H -3.59334 -9.19316 0.97159 -0.04 0.43 -0.32
H -0.20901 -7.75126 0.23710 -0.54 0.30 -0.11
H -1.06954 -8.74117 1.37493 -0.11 0.24 -0.27
H -1.00097 -7.04144 1.70403 -0.03 0.02 -0.54
H -2.01787 -4.05064 0.95954 -0.23 0.21 0.09
H -2.33430 -3.07154 -0.48056 -0.29 0.35 0.02
H -3.54013 -4.30595 0.07558 0.00 0.33 -0.19
H 0.08086 -4.12184 -0.81674 0.15 0.47 -0.27
H -0.26721 -5.05436 0.59468 0.04 -0.18 0.36
H 0.09879 -5.86703 -0.94705 0.22 -0.02 0.05
H -0.04847 -6.62183 -3.56530 0.27 -0.28 0.14
H -1.68110 -6.37251 -4.18794 0.33 0.28 0.56
H -0.97311 -5.26707 -2.94176 -0.08 0.38 -0.38
H -2.45387 -8.56391 -3.33289 -0.10 -0.22 -0.54
H -1.98258 -9.12406 -1.74436 -0.05 0.50 0.07
H -0.71772 -8.79479 -2.89379 -0.36 -0.04 -0.29
O 6.44635 2.32063 5.06312 0.14 0.44 0.18
P 5.02013 2.02892 4.83330 0.51 -0.37 -0.26
N 3.90531 2.34861 6.00788 0.56 0.01 0.01
C 4.20079 1.72430 7.28339 -0.85 -0.30 0.78
C 3.58457 3.73304 6.11522 -0.22 2.12 1.45
N 4.80807 0.39303 4.63073 -0.22 1.57 0.43
C 5.90888 -0.20438 3.93491 -0.23 -2.20 -0.28
C 3.61561 -0.36718 4.94918 0.14 -1.01 -0.53
N 4.45137 2.89973 3.55886 0.26 -0.41 -0.81
C 5.08830 4.07415 3.01890 0.70 0.86 0.56
C 3.15814 2.57478 3.00786 0.43 0.93 -0.15
H 3.23287 1.53726 7.79202 0.52 0.11 0.04
H 4.85170 2.32347 7.95078 -0.23 -0.13 -0.46
H 4.66481 0.75861 7.10199 0.11 -0.01 0.15
H 2.62332 3.88130 6.62260 -0.04 -0.21 -0.11
H 3.53312 4.28083 5.17131 0.00 -0.44 0.07
H 4.31358 4.30402 6.76559 -0.38 -0.57 -0.61
H 5.57822 -0.57737 2.96141 -0.10 -0.28 -0.16
H 6.72924 0.45956 3.71244 0.06 0.36 0.49
H 6.26190 -1.07980 4.52779 0.12 0.47 -0.46
H 3.07825 -0.67170 4.03024 0.08 0.01 0.29
H 3.85137 -1.29711 5.50650 0.19 0.32 -0.34
H 2.92829 0.16973 5.59020 0.02 0.40 -0.12
H 4.76300 5.01568 3.51687 0.06 -0.40 0.00
H 6.17019 3.98013 3.18384 -0.28 0.16 -0.14
H 4.88628 4.27184 1.95672 -0.04 -0.68 0.11
H 3.29427 2.61149 1.90682 -0.71 -0.21 0.48
H 2.44725 3.33701 3.37229 -0.30 -0.36 -0.49
H 2.88027 1.59832 3.38039 -0.39 -0.24 -0.25